The following is a quantum chemistry calculation of C3H2F2O as an isolated structure at a distorted geometry, from the OMol25 dataset.

Results
HOMO level = -9.1953 eV
orbital gap = 9.96 eV
calculated total energy = -10622.55137 eV

Geometry as XYZ:
```
8
Properties=species:S:1:pos:R:3:forces:R:3
C -1.5693 -0.7743 -0.1420 2.22 2.22 0.96
C -2.1762 0.4020 0.0426 -1.21 -1.35 -1.61
C -0.2523 0.0547 0.0599 1.27 -1.62 0.99
O -1.0683 1.2359 -0.0137 -1.11 0.78 0.04
F -1.8127 -2.0360 0.0224 -0.50 -1.09 -0.08
F -3.4806 0.7185 -0.0152 1.65 0.74 0.46
H 0.1654 -0.0211 1.0858 -0.68 -0.06 -0.26
H 0.7102 -0.0051 -0.5234 -1.64 0.39 -0.52
```
Positions in Å, forces in eV/Å.

Mulliken atomic charge list, values in e, 6 entries:
1. C 0.26
2. C 0.33
3. C -0.20
4. O -0.32
5. F -0.26
6. F -0.24

***

The following is a quantum chemistry calculation of one molecule with the formula C5H3NO2 at a distorted geometry, from the OMol25 dataset.

Results
SMILES = O=CC1=CC(=O)C=N1
HOMO level = -10.3995 eV
orbital gap = 7.94 eV
calculated total energy = -10815.19004 eV

Geometry as XYZ:
```
11
Properties=species:S:1:pos:R:3:forces:R:3
C -2.0204 0.2285 -0.0408 -4.39 -0.36 -0.78
C -0.6324 0.1386 0.3155 1.18 -3.17 -1.75
C 0.1748 -0.9786 0.0988 -0.52 1.48 1.73
C 1.5376 -0.3656 0.0295 4.08 0.15 -1.84
C 1.2077 1.2118 -0.1015 -1.19 -0.32 0.31
H -2.3104 1.4064 -0.3431 0.38 -2.98 0.74
H -0.0765 -2.0583 0.1117 0.17 1.11 -0.06
H 1.7284 2.1101 -0.4716 0.63 -0.95 0.50
N -0.0403 1.3811 0.1341 2.22 1.20 0.09
O -2.7849 -0.7430 -0.1517 1.78 2.69 0.31
O 2.7020 -0.8237 -0.1040 -4.35 1.16 0.74
```
Positions in Å, forces in eV/Å.

Mulliken atomic charge list, values in e, 6 entries:
1. C 0.06
2. C 0.42
3. C -0.48
4. C 0.60
5. C -0.16
6. H 0.27

***

The following is a quantum chemistry calculation of a 2-piece molecular cluster, C6H7Cl2N4O overall at a distorted geometry, from the OMol25 dataset.

Results
HOMO level = -3.9542 eV
orbital gap = 7.17 eV
calculated total energy = -39384.15842 eV
net charge = -1

Geometry as XYZ:
```
20
Properties=species:S:1:pos:R:3:forces:R:3
C 1.8514 -0.6439 0.3977 -1.52 2.44 1.19
C -1.5301 0.1784 0.7323 -0.34 0.69 -2.43
C -0.7792 -0.0204 -0.6131 -2.90 -0.14 -0.33
C -1.6210 -1.0624 -0.0833 1.16 -2.35 0.58
C -0.7186 0.4234 1.9158 1.93 1.13 2.01
C -0.5549 0.4006 -1.8523 1.83 0.38 1.07
N 2.4504 -0.9483 -0.7569 0.69 -1.87 -2.55
N 2.3457 0.0599 -1.6039 1.32 -2.35 0.61
N 1.8044 1.0027 -0.9426 0.36 -1.88 2.11
N 1.4731 0.7131 0.3076 1.34 0.92 -0.94
O 1.5188 -1.3012 1.3907 1.32 -0.78 0.01
Cl -3.0549 -1.5480 -0.9570 -0.87 0.41 -0.28
Cl -0.8816 -2.5748 0.5018 -0.13 0.08 0.22
H -2.4406 0.7924 0.6275 0.43 -0.26 0.00
H 0.4304 0.4717 1.6855 -3.05 -0.02 0.89
H -0.8631 -0.2083 2.7899 -0.23 -0.49 -0.19
H -1.0721 1.4183 2.2492 0.51 -0.12 0.05
H -0.0598 1.3841 -1.7777 -0.94 -0.32 -1.35
H -0.2460 -0.3490 -2.6048 -0.66 0.73 0.08
H 1.9477 1.8117 -1.4065 -0.26 3.81 -0.74
```
Positions in Å, forces in eV/Å.

Mulliken atomic charge list, values in e, 6 entries:
1. C 0.78
2. C -0.50
3. C 0.13
4. C 0.74
5. C -1.11
6. C -0.73

***

The following is a quantum chemistry calculation of C14H20N2Pt as an isolated structure, from the OMol25 dataset.

Results
HOMO level (alpha / beta) = -16.1343 / -16.1342 eV
orbital gap (alpha / beta) = 6.37 / 6.37 eV
calculated total energy = -21053.01385 eV
net charge = +2

Geometry as XYZ:
```
37
Properties=species:S:1:pos:R:3:forces:R:3
Pt -0.4311 -0.5467 0.4251 0.20 -0.07 0.29
C 2.4601 -0.3518 -3.5771 0.01 -0.01 -0.04
C 2.3587 0.0947 -2.0951 -0.13 0.02 0.09
C 3.1240 1.3861 -1.8475 0.04 0.01 0.01
C 0.9056 0.1545 -1.7786 0.06 0.02 -0.10
C 0.1970 -1.1014 -1.6141 -0.03 0.01 0.06
C -1.1987 -1.1583 -1.5016 -0.12 -0.10 -0.13
C -1.8641 0.0350 -1.0995 0.15 0.01 0.24
C -3.3339 0.0677 -0.8038 0.01 0.00 -0.01
C -1.1114 1.2890 -1.1949 -0.07 0.05 -0.13
C 0.1914 1.3547 -1.6286 0.06 -0.03 -0.03
H 3.5149 -0.4386 -3.8328 0.00 0.00 0.02
H 2.0116 0.3931 -4.2348 0.00 0.00 0.00
H 1.9885 -1.3165 -3.7615 -0.01 0.00 0.00
H 2.7737 -0.7117 -1.4780 0.04 -0.01 -0.06
H 2.7955 2.1843 -2.5148 0.00 0.00 0.00
H 4.1807 1.2194 -2.0492 0.00 0.00 0.00
H 3.0362 1.7262 -0.8147 -0.02 0.01 -0.01
H 0.7548 -2.0210 -1.7405 0.02 0.01 -0.05
H -1.7312 -2.0983 -1.5583 -0.01 0.01 -0.06
H -3.5197 0.0131 0.2695 -0.02 0.03 -0.01
H -3.8391 -0.7718 -1.2771 -0.01 0.00 0.01
H -3.7732 0.9961 -1.1676 -0.01 -0.01 -0.03
H -1.6438 2.1974 -0.9330 0.01 0.00 0.02
H 0.6878 2.3064 -1.7476 -0.02 0.01 0.00
C -1.1252 -2.2574 3.4169 0.00 -0.02 -0.03
C -0.7827 -0.8142 3.4163 -0.02 -0.10 0.07
N -0.5417 -0.0241 2.3563 -0.19 0.18 -0.12
C -0.3004 1.2659 2.8399 0.07 -0.08 -0.01
C -0.3647 1.2336 4.1836 -0.06 -0.01 0.02
N -0.6723 -0.0740 4.5170 0.03 0.00 -0.06
H -1.2177 -2.6373 2.4021 0.00 0.04 -0.02
H -2.0712 -2.4186 3.9342 0.01 -0.02 0.01
H -0.3515 -2.8309 3.9288 -0.01 -0.01 0.01
H -0.0830 2.0842 2.1779 0.00 0.03 0.03
H -0.2279 1.9980 4.9278 0.00 0.01 -0.01
H -0.7960 -0.4272 5.4552 0.01 0.02 0.01
```
Positions in Å, forces in eV/Å.

Mulliken atomic charge list, values in e, 6 entries:
1. Pt 0.43
2. C -1.37
3. C 0.47
4. C -1.69
5. C 0.48
6. C -0.27

***

The following is a quantum chemistry calculation of a 2-piece molecular cluster, C4H13FN3O2 overall at a distorted geometry, from the OMol25 dataset.

Results
HOMO level (alpha / beta) = -10.0458 / -13.9822 eV
orbital gap (alpha / beta) = 7.01 / 6.86 eV
calculated total energy = -15627.14519 eV
spin multiplicity = 3
net charge = +1

Geometry as XYZ:
```
23
Properties=species:S:1:pos:R:3:forces:R:3
C -2.6968 1.0710 0.2272 -1.76 -2.34 -1.20
C -0.2845 -0.9851 1.6272 0.81 -0.20 -0.38
C 3.6232 -0.9008 -0.0927 -3.00 -0.94 0.64
C 1.3406 0.3064 0.3343 -0.61 -3.38 1.60
N 0.6128 1.3946 0.2615 -0.42 -1.36 -0.05
N 2.6492 0.2456 0.1141 -2.99 -8.23 1.18
N -1.7813 0.8079 -0.8725 0.91 1.74 0.86
O 3.3637 -1.4279 -1.3434 -1.61 -0.41 1.75
O 0.9044 -0.9476 0.7913 -0.38 2.64 -0.51
F 3.2792 1.4557 -0.3181 5.04 9.68 -2.71
H -2.8995 2.1182 0.2163 -0.19 0.62 0.43
H -3.6674 0.4742 0.1119 1.09 1.01 0.27
H -2.2164 0.7072 1.1032 0.02 0.24 1.07
H -0.1584 -1.7815 2.3233 0.78 0.00 1.15
H -1.1379 -1.3545 1.1405 -1.16 0.02 -1.55
H -0.4326 0.0086 1.9801 -0.27 0.38 0.93
H 3.3811 -1.6782 0.6179 -0.09 -0.07 0.44
H 4.5876 -0.5387 0.1072 1.27 0.83 -0.13
H 1.0049 2.2447 -0.0522 1.34 0.86 -0.23
H -0.4040 1.3610 -0.0467 -0.28 -0.89 -0.11
H -2.0427 1.2967 -1.6767 -0.48 1.18 -1.37
H -1.6135 -0.0901 -1.2083 -0.08 -2.21 0.10
H 4.0490 -1.1829 -1.8971 2.06 0.84 -2.17
```
Positions in Å, forces in eV/Å.

Mulliken atomic charge list, values in e, 6 entries:
1. C -0.74
2. C -0.88
3. C -0.34
4. C 0.59
5. N -0.22
6. N 0.15

***

The following is a quantum chemistry calculation of a 4-piece molecular cluster, C16H30FN4O11 overall, from the OMol25 dataset.

Results
HOMO level = -12.1627 eV
orbital gap = 8.63 eV
calculated total energy = -48269.61319 eV
net charge = +1

Geometry as XYZ:
```
62
Properties=species:S:1:pos:R:3:forces:R:3
C -5.6026 -0.5158 4.6247 0.24 -0.06 0.28
C -4.4874 -1.3319 4.0191 -0.06 -0.48 0.05
O -4.5363 -1.8460 2.9398 0.15 0.36 -0.13
O -3.4033 -1.4577 4.8405 -0.15 0.99 -0.01
C -2.1339 -1.3814 4.1631 0.09 -0.88 -0.07
C -1.0581 -1.0617 5.1746 0.10 0.19 -0.13
C -1.0513 0.3853 5.7069 0.06 -0.17 0.19
N -2.3003 1.1260 5.4873 0.08 0.21 0.04
C -2.4837 1.8842 4.4255 -0.08 0.06 0.08
N -1.6061 2.0446 3.4192 0.13 -0.02 -0.10
C -2.1502 2.8976 2.5647 0.32 -0.14 0.18
N -3.3306 3.2667 3.0167 -0.25 0.14 -0.11
F -4.2191 4.1198 2.5270 -0.06 -0.01 -0.01
N -3.5946 2.6318 4.1932 0.13 -0.06 0.06
H -6.3085 -1.1793 5.1260 -0.06 0.02 -0.12
H -5.2128 0.1631 5.3846 -0.04 -0.02 0.00
H -6.1118 0.0398 3.8408 -0.09 -0.15 -0.02
H -2.1806 -0.6586 3.3448 -0.08 0.06 0.11
H -1.9243 -2.3545 3.7158 0.02 0.06 -0.06
H -1.1212 -1.7717 5.9991 -0.07 0.01 -0.03
H -0.0977 -1.2278 4.6817 -0.02 -0.09 0.07
H -0.2459 0.9637 5.2591 -0.09 0.01 -0.09
H -0.8742 0.3864 6.7811 -0.04 0.06 -0.02
H -3.0218 1.0887 6.1888 0.00 -0.13 -0.02
H -1.7025 3.2463 1.6425 -0.13 0.02 -0.02
H -4.4404 2.7875 4.7212 -0.06 0.12 -0.10
C 2.2729 1.6722 -2.0245 0.10 0.06 -0.15
O 1.6876 0.5631 -1.3140 -0.07 0.13 -0.05
C 0.5977 0.8586 -0.6290 0.00 -0.07 0.08
O 0.0704 1.9416 -0.5421 0.03 0.01 0.02
O 0.1582 -0.2531 -0.0219 0.00 0.17 -0.12
C -1.0491 -0.0310 0.6978 -0.29 -0.11 0.05
H 3.1463 1.2778 -2.5349 -0.01 -0.10 0.06
H 1.5700 2.0654 -2.7556 -0.04 0.02 0.05
H 2.5714 2.4500 -1.3257 -0.06 0.02 0.01
H -1.8506 0.2685 0.0218 0.02 0.00 -0.02
H -0.9018 0.7461 1.4431 0.04 -0.08 0.06
H -1.3217 -0.9693 1.1735 0.15 -0.06 -0.07
C 8.1912 -2.1896 -3.5705 0.07 0.02 -0.03
O 7.1707 -1.3599 -2.9999 -0.01 0.00 0.00
C 6.1069 -2.0251 -2.5596 0.00 0.01 0.00
O 5.9458 -3.2162 -2.6025 0.00 0.01 0.00
O 5.2387 -1.1420 -2.0575 0.00 0.03 -0.01
C 4.0368 -1.7265 -1.5472 -0.07 -0.01 0.06
H 8.9805 -1.5115 -3.8786 -0.02 0.02 0.01
H 8.5673 -2.8938 -2.8314 -0.03 -0.02 0.00
H 7.8046 -2.7324 -4.4304 -0.02 -0.02 0.02
H 4.2576 -2.4184 -0.7361 0.04 -0.05 -0.05
H 3.4998 -2.2515 -2.3360 0.04 -0.05 0.00
H 3.4358 -0.9032 -1.1789 0.05 -0.02 0.00
C -1.1123 1.0650 -8.2776 -0.03 0.01 -0.07
O -1.1304 -0.0538 -7.3818 0.00 0.00 0.01
C -0.4281 0.1202 -6.2690 0.00 -0.01 0.00
O 0.1904 1.1088 -5.9654 -0.02 0.00 0.00
O -0.5231 -0.9890 -5.5315 0.02 0.04 -0.02
C 0.2091 -0.9269 -4.3087 0.04 -0.10 0.20
H -1.7220 0.7697 -9.1252 0.00 -0.03 0.01
H -1.5359 1.9448 -7.7975 0.03 0.01 0.02
H -0.0957 1.2772 -8.6016 0.01 0.02 0.03
H -0.1605 -0.1139 -3.6844 0.05 0.04 -0.02
H 1.2723 -0.7913 -4.5004 -0.01 0.07 -0.01
H 0.0488 -1.8756 -3.8047 -0.06 -0.03 -0.08
```
Positions in Å, forces in eV/Å.

Mulliken atomic charge list, values in e, 6 entries:
1. C -0.88
2. C 0.72
3. O -0.52
4. O -0.37
5. C -0.24
6. C -0.71

***

The following is a quantum chemistry calculation of a 2-piece molecular cluster, C7H10NO2 overall at a distorted geometry, from the OMol25 dataset.

Results
HOMO level = -12.4430 eV
orbital gap = 9.07 eV
calculated total energy = -12994.81850 eV
net charge = +1

Geometry as XYZ:
```
20
Properties=species:S:1:pos:R:3:forces:R:3
C 1.2369 0.3732 3.6834 -0.67 -0.18 1.09
C 1.3845 -0.3283 2.4850 -2.34 -0.55 -0.88
C 0.0230 1.0294 3.5514 0.52 1.02 0.84
C 0.2537 -0.0738 1.7362 0.20 -0.05 -0.20
C -0.2050 -0.5999 0.4626 -4.55 -3.26 -3.33
C -0.3106 0.0916 -0.8862 1.14 1.46 2.23
C -1.3971 0.4864 -3.0029 -1.86 2.10 -1.54
N 0.7769 -0.9872 -0.6413 -0.81 0.35 -1.05
O -0.6265 0.7752 2.3769 2.47 -0.60 0.01
O -1.2611 -0.1987 -1.7689 -0.32 -0.62 0.65
H 1.8936 0.0920 4.5560 -1.03 1.30 -0.92
H 1.9455 -1.2148 2.3846 1.16 -0.43 -0.58
H -0.4075 1.8691 4.0901 -0.08 -0.60 0.25
H -1.3426 -1.5293 0.3054 3.69 2.49 1.04
H 0.1925 1.0575 -0.8200 -0.43 0.17 -0.78
H -2.4793 0.4216 -3.3907 1.70 -0.92 0.76
H -0.6819 0.1918 -3.7717 -0.07 -0.34 0.23
H -1.3835 1.5995 -2.9396 0.70 -0.63 0.67
H 1.7120 -0.5999 -0.6972 0.16 -0.26 0.36
H 0.5339 -1.6690 -1.3754 0.42 -0.42 1.13
```
Positions in Å, forces in eV/Å.

Mulliken atomic charge list, values in e, 6 entries:
1. C -0.26
2. C -0.47
3. C -0.40
4. C 0.18
5. C -0.05
6. C 0.10

***

The following is a quantum chemistry calculation of a 2-piece molecular cluster, C5H11NO overall at a distorted geometry, from the OMol25 dataset.

Results
SMILES = C=CC(=C)NC.O
HOMO level = -8.0152 eV
orbital gap = 8.73 eV
calculated total energy = -8897.93565 eV

Geometry as XYZ:
```
18
Properties=species:S:1:pos:R:3:forces:R:3
C -2.4554 0.9746 -0.3791 2.58 -0.02 1.25
N -1.8835 -0.2933 -0.9350 -1.11 0.80 -1.57
C -0.5472 -0.7770 -0.7262 0.85 -1.58 1.87
C -0.1524 -1.4042 0.4411 -1.96 1.31 -0.20
C 1.5285 -1.5526 -1.9215 -0.81 0.71 2.33
C 0.3971 -0.8178 -1.8505 -0.29 -1.21 -0.27
H -2.9494 0.7723 0.5711 0.51 0.08 0.44
H -3.3017 1.2987 -0.9587 0.19 0.37 -0.86
H -1.5846 1.7685 -0.2375 -2.13 -1.28 -0.33
H -2.2739 -0.3260 -1.9168 1.54 -0.46 1.47
H -1.0169 -1.2891 1.2033 2.06 -0.89 -0.67
H 0.8680 -1.9337 0.5840 -2.18 1.34 -0.01
H 2.0791 -2.0859 -1.0915 -1.23 0.67 -0.79
H 2.1004 -1.4930 -2.7685 1.17 0.00 -2.23
H -0.0811 -0.3668 -2.7159 0.82 0.15 -0.44
H 2.5936 2.7104 4.7920 -0.04 0.37 -0.25
H 3.5952 1.9723 3.9437 -0.84 1.79 -0.28
O 3.0843 2.8425 3.9659 0.89 -2.16 0.53
```
Positions in Å, forces in eV/Å.

Mulliken atomic charge list, values in e, 6 entries:
1. C -0.80
2. N -0.36
3. C 0.62
4. C -0.74
5. C -0.88
6. C -0.08